No. 1
15
Properties=species:S:1:pos:R:3:forces:R:3 method="wB97M-V/def2-TZVPD" e_tot_ha=-1079.05443 orbital_gap_ha=0.3312 homo_energy_ev=-8.5 molar_mass_g_mol=149.2 e_lumo_ev=0.5 total_charge=0
C -2.8857 -0.8942 -0.5400 -0.279 -1.489 2.631
S -1.2679 -0.3814 0.2829 -0.806 0.397 -2.101
N -0.6703 0.7749 -0.9418 0.057 -0.786 1.167
C 0.4080 1.3889 -0.6790 0.971 1.544 -1.525
N 1.2525 1.3274 0.4155 1.061 0.854 0.943
N 1.4369 0.1401 1.0514 -1.697 -0.171 2.485
C 2.2381 -0.7866 0.5827 0.555 -2.111 -0.517
S 3.0862 -0.8082 -0.8430 -0.447 0.199 1.047
H -2.8203 -1.7542 -1.3547 -0.010 2.181 1.737
H -3.4635 0.0347 -0.7833 0.553 -1.124 -0.121
H -3.3750 -1.3571 0.5227 0.945 1.019 -3.163
H 0.8345 2.1891 -1.3878 -1.124 -1.239 0.741
H 2.1693 1.8231 0.4387 -1.405 -0.160 -0.832
H 0.8921 -0.0470 1.9478 1.088 0.522 -1.793
H 2.1650 -1.6496 1.2879 0.538 0.364 -0.698

---

No. 2
22
Properties=species:S:1:pos:R:3:forces:R:3 method="wB97M-V/def2-TZVPD" e_tot_ha=-457.92751 orbital_gap_ha=0.3472 homo_energy_ev=-8.9 molar_mass_g_mol=126.2 e_lumo_ev=0.5 total_charge=0
C -0.4894 -2.2639 0.6644 0.522 -0.380 -0.209
C -0.2573 -0.9687 1.4223 -0.729 0.239 -0.275
N 1.1629 -0.8257 1.6379 0.218 -0.491 0.210
C 1.7853 0.2023 1.2693 0.071 0.842 -0.468
N 1.2968 1.3636 0.6983 -0.039 -0.314 -0.274
H 0.0108 -3.0618 1.1924 0.173 -0.326 0.316
H 0.0317 -2.2228 -0.2981 -0.285 0.088 -0.086
H -1.5193 -2.5937 0.5298 -0.135 0.435 -0.032
H -0.7960 -0.9937 2.3679 0.187 -0.144 0.327
H -0.7396 -0.1436 0.8927 0.193 -0.005 -0.104
H 2.8734 0.2392 1.3276 0.009 -0.187 0.328
H 1.9241 2.1188 0.4968 0.002 0.042 0.161
H 0.3111 1.5169 0.5513 -0.012 0.138 0.259
O -1.5906 0.5782 -2.1510 0.166 -0.277 0.105
H -2.1443 -0.1191 -1.7816 -0.028 0.033 -0.039
H -0.6877 0.2083 -2.1576 -0.065 0.326 -0.090
O -1.7943 1.7263 0.3760 0.113 0.422 -0.619
H -2.4669 2.4115 0.2866 0.056 -0.004 0.248
H -1.5170 1.5921 -0.5585 -0.366 -0.267 0.251
O 1.1888 0.5512 -2.3084 -0.008 -0.128 -0.230
H 1.6407 -0.0738 -2.8877 0.104 0.147 0.196
H 1.7767 0.7582 -1.5703 -0.145 -0.189 0.024

---

No. 3
28
Properties=species:S:1:pos:R:3:forces:R:3 method="wB97M-V/def2-TZVPD" e_tot_ha=-432.41135 orbital_gap_ha=0.3228 homo_energy_ev=-12.5 smiles="CC1=CC=C[C@@H](C)B1[NH+](C)C" molar_mass_g_mol=150.1 e_lumo_ev=-3.7 total_charge=+1
C 0.2073 2.7883 -0.0841 -1.902 -0.701 -1.492
C -0.5421 1.4137 0.0429 0.850 1.468 -1.208
C -1.8963 1.4625 -0.1829 1.669 2.302 0.122
C -2.8333 0.4462 -0.0519 0.034 -0.949 -0.177
C -2.4339 -0.8173 0.1566 1.164 3.751 -0.237
C -1.0276 -1.0561 0.2885 0.288 -3.776 0.995
C -0.8695 -2.5748 -0.1375 2.707 -0.426 3.938
B 0.0185 0.0174 0.0459 -1.439 -0.337 1.492
N 1.4235 -0.5370 0.1808 0.873 1.169 -0.206
C 1.9345 -0.4044 -1.2158 0.986 -0.443 -1.984
C 2.2323 0.1473 1.2394 3.145 1.276 -5.223
H 0.7587 2.8279 -1.0438 -0.321 0.247 0.419
H 0.8883 2.7898 0.6801 2.018 0.373 1.883
H -0.4171 3.7253 0.0698 0.445 -1.422 -0.467
H -2.1758 2.4895 -0.4867 -0.672 -0.756 0.383
H -3.8160 0.7391 -0.2110 -1.846 0.068 -0.213
H -3.0227 -1.6274 0.0942 -2.448 -2.471 0.169
H -0.8303 -1.0488 1.4490 -0.223 0.113 -1.210
H -1.6733 -3.2115 0.1560 -0.918 0.006 1.074
H 0.0388 -3.1821 0.3176 -1.380 1.492 -1.103
H -0.9455 -2.7343 -1.1296 0.549 0.013 -3.699
H 1.5616 -1.5102 0.3120 -0.983 -1.326 0.548
H 1.3142 -1.2017 -1.8667 1.573 1.978 1.359
H 1.7982 0.6649 -1.6303 0.183 -1.789 0.768
H 3.0581 -0.6772 -1.1843 -1.839 0.443 -0.410
H 1.7716 0.2358 2.1210 -1.943 -0.353 3.390
H 3.2687 -0.3619 1.2824 -1.648 1.195 0.041
H 2.2091 1.1968 0.7884 1.077 -1.143 1.047

---

No. 4
9
Properties=species:S:1:pos:R:3:forces:R:3 method="wB97M-V/def2-TZVPD" e_tot_ha=-1004.30767 orbital_gap_ha=0.3419 homo_energy_ev=-9.1 smiles="S[C@@H]1OC=NS1" molar_mass_g_mol=121.2 e_lumo_ev=0.2 total_charge=0
S 0.3493 -1.8167 0.6245 0.423 0.333 -0.172
C -0.6007 -0.6274 -0.3610 1.059 -1.739 -1.975
O -0.2350 0.6722 0.0277 -0.758 -0.057 -0.911
C -1.3043 1.2395 0.6464 0.941 -0.394 1.315
N -2.4735 0.7930 0.7172 0.060 -2.284 -1.633
S -2.3182 -0.8244 -0.3460 -2.109 2.346 1.588
H 1.3470 -1.2295 -0.0696 0.587 -0.715 0.622
H -0.3371 -0.9329 -1.4226 0.192 1.176 1.090
H -0.8940 1.9159 1.3639 -0.397 1.334 0.075

---

No. 5
60
Properties=species:S:1:pos:R:3:forces:R:3 method="wB97M-V/def2-TZVPD" e_tot_ha=-2455.18678 orbital_gap_ha="0.2600 / 0.2734" homo_energy_ev="-11.2 / -11.5" multiplicity=3 molar_mass_g_mol=626.0 e_lumo_ev="-4.1 / -4.0" total_charge=+1
Mo -0.9557 -0.1809 0.2942 0.065 0.080 -0.568
Cl -5.1146 -5.3266 -2.8926 0.003 0.002 0.005
C -4.2487 -4.2148 -1.8942 0.005 0.000 -0.013
C -4.3112 -4.3382 -0.5029 0.004 0.004 -0.003
C -3.6317 -3.4612 0.3121 0.006 -0.010 0.000
C -2.8628 -2.4300 -0.2323 0.009 -0.052 -0.062
O -2.2691 -1.5842 0.6072 0.321 0.219 0.124
C -2.7917 -2.3124 -1.6397 0.067 0.095 0.020
C -2.0208 -1.3064 -2.3093 0.013 -0.178 0.087
O -1.2868 -0.4600 -1.7752 -0.119 0.119 0.228
C -3.5001 -3.2148 -2.4557 -0.020 -0.019 -0.004
H -4.9031 -5.1334 -0.0699 -0.001 0.000 -0.001
H -3.6818 -3.5530 1.3881 0.003 0.004 0.000
H -2.0755 -1.2903 -3.4022 0.005 0.007 0.000
H -3.4457 -3.1169 -3.5325 0.001 0.002 0.000
C 5.9205 -0.4942 -4.2242 0.005 0.001 -0.002
C 4.9033 -0.6039 -3.1253 0.003 -0.009 0.008
C 5.1328 -1.4090 -2.0135 0.005 0.004 -0.015
C 4.1934 -1.5175 -1.0009 0.010 0.036 0.026
C 3.0060 -0.8098 -1.1145 -0.026 0.030 -0.034
C 2.7471 0.0018 -2.2136 -0.025 -0.021 -0.028
C 3.7003 0.1013 -3.2080 -0.012 0.001 0.002
S 1.8093 -0.9899 0.1436 -0.107 -0.106 -0.015
O 2.4570 -1.3940 1.3513 0.031 -0.033 -0.035
O 0.6887 -1.8106 -0.3473 0.087 0.037 0.098
N 1.0215 0.4424 0.3220 -0.366 -0.176 0.278
C 1.3802 1.2097 1.4688 0.143 0.026 -0.075
C 2.4776 2.0142 1.5677 -0.002 -0.020 -0.019
C 2.7476 2.6887 2.7806 -0.002 -0.003 0.001
C 1.9343 2.5414 3.8675 0.002 0.004 -0.005
C 0.7885 1.7128 3.7880 -0.003 -0.014 -0.013
C -0.0974 1.4671 4.8591 0.006 0.009 0.018
C -1.1669 0.6319 4.6830 -0.014 -0.012 -0.016
C -1.3867 0.0567 3.4233 -0.008 0.011 -0.015
N -0.5851 0.2732 2.4004 -0.105 -0.090 -0.184
C 0.5147 1.0688 2.5721 -0.042 0.027 0.144
H 6.8616 -0.9623 -3.9429 0.000 0.000 0.000
H 6.1154 0.5492 -4.4729 -0.002 0.001 0.000
H 5.5575 -0.9833 -5.1298 -0.002 0.000 0.000
H 6.0641 -1.9548 -1.9339 0.000 -0.001 0.000
H 4.3797 -2.1300 -0.1296 -0.006 -0.001 0.002
H 1.8171 0.5516 -2.2806 0.001 0.001 0.001
H 3.5141 0.7384 -4.0637 0.002 -0.001 -0.002
H 3.1463 2.1190 0.7230 -0.001 0.002 0.000
H 3.6225 3.3209 2.8429 -0.001 0.001 0.004
H 2.1545 3.0492 4.7973 -0.001 -0.002 0.001
H 0.0838 1.9384 5.8171 -0.002 -0.002 0.000
H -1.8540 0.4170 5.4880 0.001 0.000 0.002
H -2.2405 -0.5839 3.2398 0.004 -0.001 -0.005
C -3.7459 3.7626 0.0556 -0.003 0.003 0.000
C -4.1788 2.6993 0.8402 -0.003 -0.005 0.003
C -3.4206 1.5424 0.9172 0.018 0.051 0.004
C -2.2266 1.4318 0.1980 0.054 -0.027 0.056
C -1.8166 2.4973 -0.6100 -0.004 0.008 0.009
C -2.5654 3.6653 -0.6661 0.011 0.001 0.002
H -4.3379 4.6666 0.0002 -0.001 0.000 0.000
H -5.1077 2.7763 1.3901 -0.001 0.000 -0.001
H -3.7671 0.7155 1.5273 -0.004 -0.001 -0.001
H -0.9071 2.4241 -1.1995 -0.002 -0.004 -0.008
H -2.2361 4.4910 -1.2830 0.001 0.000 0.000

---

No. 6
64
Properties=species:S:1:pos:R:3:forces:R:3 method="wB97M-V/def2-TZVPD" e_tot_ha=-1458.40749 orbital_gap_ha=0.1355 homo_energy_ev=-8.6 molar_mass_g_mol=461.6 e_lumo_ev=-5.0 total_charge=+1
C -3.1306 -5.6253 11.0125 -0.097 0.225 -0.078
N -2.6730 -4.3963 11.6116 -0.135 -0.071 -0.862
C -3.3057 -3.1117 11.3460 0.706 0.098 -0.130
H -3.0049 -2.6858 10.2773 -0.739 -0.697 1.734
C -4.8258 -3.1807 11.4824 -0.142 0.063 -0.273
C -5.4074 -3.6064 12.6898 -0.158 0.114 -0.274
C -6.7989 -3.6625 12.8086 0.286 0.079 -0.232
C -7.6088 -3.2910 11.7273 0.198 0.042 -0.063
C -7.0253 -2.8732 10.5281 -0.067 -0.028 -0.023
C -5.6351 -2.8294 10.4019 0.036 -0.129 0.500
N -2.6917 -2.2935 12.3755 -0.190 0.609 -0.453
C -3.1358 -0.9521 12.6526 -0.067 -0.186 -0.189
C -1.7925 -3.0011 13.1358 0.048 -0.679 1.021
C -1.7852 -4.3276 12.6598 0.064 -0.073 1.221
C -1.1706 -5.3538 13.3821 -0.132 0.595 -0.563
C -0.5396 -5.0071 14.5812 0.215 0.580 0.354
C -0.5450 -3.6799 15.0549 0.227 -0.665 -0.099
C -1.1825 -2.6579 14.3447 -0.121 -0.112 -0.802
H -2.5464 -6.4581 11.4125 -0.139 0.181 -0.200
H -4.1923 -5.8070 11.2301 0.160 -0.019 -0.047
H -3.0020 -5.5809 9.9232 -0.031 -0.202 0.087
H -4.7795 -3.8954 13.5371 -0.094 0.120 -0.307
H -7.2429 -3.9958 13.7481 0.082 0.111 -0.311
H -8.6950 -3.3304 11.8224 0.329 0.022 -0.047
H -7.6494 -2.5800 9.6811 0.106 -0.134 0.294
H -5.1481 -2.5235 9.4720 -0.305 -0.117 0.324
H -2.5674 -0.5546 13.4968 -0.135 0.005 -0.245
H -2.9773 -0.3152 11.7714 -0.025 0.100 0.163
H -4.2044 -0.9343 12.9067 0.155 0.066 -0.015
H -1.2090 -6.3751 13.0010 0.107 0.227 0.349
H -0.0367 -5.7772 15.1676 -0.160 0.229 -0.174
H -0.0462 -3.4506 15.9974 -0.154 -0.073 -0.278
H -1.2312 -1.6256 14.6931 0.107 -0.393 0.142
C 5.9995 0.6792 6.4094 -0.170 -0.221 0.023
O 5.2973 -0.5689 6.6152 -1.155 0.233 0.049
C 3.9455 -0.5612 6.7504 0.252 0.281 0.052
C 3.3134 -1.8138 6.9622 0.108 0.304 -0.067
C 1.9506 -1.8784 7.1692 -0.131 0.258 0.134
C 1.1463 -0.7061 7.1892 0.494 -0.019 -0.232
C -0.2606 -0.7493 7.5204 0.294 1.762 -0.335
O -0.8546 0.4735 7.4320 -0.378 -1.487 0.533
C -2.2190 0.5916 7.6122 0.527 -0.072 -0.385
C -3.0052 -0.5353 7.9338 -0.291 0.887 0.156
C -4.4099 -0.3571 7.8412 -0.017 0.116 0.261
C -4.9547 0.8937 7.5923 -0.144 -0.524 0.001
C -4.1283 2.0045 7.3634 0.541 -0.092 0.175
C -2.7463 1.8523 7.3456 -0.416 0.098 0.073
C -2.3397 -1.7433 8.2818 1.015 -0.333 -2.357
C -0.9880 -1.8584 7.9291 -1.103 -0.389 0.875
C 1.7835 0.5248 6.9003 0.102 -0.032 0.098
C 3.1512 0.6123 6.7031 0.264 -0.339 -0.031
H 7.0445 0.3777 6.3331 -0.169 0.178 -0.003
H 5.6780 1.1697 5.4800 0.061 -0.204 0.224
H 5.8638 1.3615 7.2604 0.000 -0.259 -0.180
H 3.9378 -2.7051 6.9717 -0.204 0.176 -0.020
H 1.4698 -2.8425 7.3259 0.329 0.141 0.000
H -5.0449 -1.2372 7.9535 0.100 0.413 0.097
H -6.0401 1.0173 7.5707 0.397 -0.093 -0.057
H -4.5651 2.9866 7.1942 0.090 -0.240 -0.020
H -2.0786 2.6856 7.1265 -0.172 -0.284 0.040
H -2.9207 -2.6397 8.4930 0.234 0.333 0.010
H -0.4671 -2.8093 7.9667 -0.221 0.163 0.217
H 1.2088 1.4453 6.8437 0.046 -0.234 0.105
H 3.6108 1.5873 6.5238 -0.217 -0.411 0.040